--- one ---
A gas-phase ion, C3H9N4 (charge +1), computed with wB97M-V/def2-TZVPD.

## Properties
- LUMO level (alpha / beta): -6.06 / -5.96 eV
- Highest occupied orbital energy (alpha / beta): -0.5123 / -0.4930 Eh
- Net charge: +1

Last column: Löwdin charge in e.
Cartesian coordinates (Å):
C  -0.6484  -0.6195  -0.3548  -0.428
C  -1.4763  0.1541  0.6840  -0.106
C  1.6438  -0.5075  -1.2431  -0.045
N  -1.2710  -1.5306  -1.0100  0.211
N  -0.7460  1.3354  1.0325  -0.039
N  0.6692  -0.3938  -0.2744  0.059
N  0.5599  1.0812  1.2655  0.181
H  -2.5399  0.3869  0.4846  0.146
H  -1.7386  -0.4375  1.6771  0.179
H  1.5127  -1.3924  -1.7954  0.103
H  1.5522  0.2933  -1.8892  0.091
H  2.5303  -0.4665  -0.7172  0.079
H  -0.7888  -2.1806  -1.5844  0.058
H  -0.9819  2.1120  0.3779  0.187
H  1.1682  1.8737  1.4468  0.171
H  0.5547  0.2918  1.9000  0.154

--- two ---
A gas-phase ion, C3H9N4 (charge +1), computed with wB97M-V/def2-TZVPD.

## Properties
- SMILES: N[C@@H]1[C@H](C=[NH2+])N1N
- LUMO level (alpha / beta): -4.71 / -4.71 eV
- Highest occupied orbital energy (alpha / beta): -0.4868 / -0.4868 Eh
- Net charge: +1

Last column: Löwdin charge in e.
Cartesian coordinates (Å):
N  -1.0624  1.2799  -0.7968  0.140
C  -0.0466  0.3770  -0.9608  -0.373
C  0.1423  -0.7930  0.0430  -0.128
C  -0.4919  -1.0372  1.2317  -0.082
N  -1.1335  -0.2526  2.0937  0.186
N  1.1037  0.5076  -0.1974  0.005
N  2.3201  0.2815  -0.8591  0.110
H  -1.9199  0.8214  -0.9761  0.103
H  -1.0483  2.0156  -0.1444  0.095
H  0.0712  -0.0897  -1.9866  0.179
H  0.5330  -1.7418  -0.4131  0.157
H  -0.5360  -2.1049  1.5882  0.168
H  -1.4803  -0.5847  2.9098  0.078
H  -0.9231  0.8068  2.1382  0.180
H  3.1346  0.0921  -0.3897  0.076
H  2.2248  -0.0104  -1.8217  0.106

It turns out two is the most stable, with the second structure 212.4 kJ/mol higher.

--- one ---
A gas-phase ion, C3H9N4 (charge +1), computed with wB97M-V/def2-TZVPD.

## Properties
- SMILES: C1CN2CN[N@@H+]2N1
- LUMO level: -3.12 eV
- Highest occupied orbital energy: -0.5574 Eh
- Net charge: +1

Last column: Löwdin charge in e.
Cartesian coordinates (Å):
C  -1.3193  -0.1501  -0.4517  -0.138
C  -0.9068  0.9495  0.5460  -0.142
N  0.4418  0.5988  0.7821  -0.063
C  1.3748  0.7760  -0.3963  -0.063
N  1.7612  -0.6596  -0.2006  0.130
N  0.5424  -0.7750  0.7115  -0.047
N  -0.5336  -1.3692  -0.0931  0.083
H  -2.3389  -0.3842  -0.5492  0.117
H  -0.9669  0.1688  -1.3890  0.084
H  -1.2127  1.9975  0.1082  0.184
H  -1.4237  0.9537  1.5479  0.140
H  2.2568  1.2246  -0.1284  0.092
H  0.9055  1.0813  -1.3902  0.156
H  1.6652  -1.1268  -1.0544  0.101
H  0.9198  -1.2854  1.4907  0.203
H  -1.1655  -2.0001  0.4665  0.163

--- two ---
A gas-phase ion, C3H9N4 (charge +1), computed with wB97M-V/def2-TZVPD.

## Properties
- SMILES: [H]/N=C/N[C@@H](N)C=[NH2+]
- LUMO level: -5.00 eV
- Highest occupied orbital energy: -0.5065 Eh
- Net charge: +1

Last column: Löwdin charge in e.
Cartesian coordinates (Å):
H  1.9597  1.4707  1.1912  0.064
N  1.2166  1.0008  0.7276  0.117
C  1.5977  0.4459  -0.3292  -0.289
N  0.7948  -0.3950  -1.0199  0.031
C  -0.4607  -0.8432  -0.5106  -0.294
N  -0.0977  -1.8637  0.5629  0.063
C  -1.2869  0.1943  0.3035  0.036
N  -1.5386  1.4030  -0.0757  0.246
H  2.5072  0.4546  -0.8447  0.126
H  1.2035  -0.8555  -1.8098  0.148
H  -1.0237  -1.2385  -1.3851  0.171
H  0.6980  -1.4858  1.0990  0.090
H  -0.9257  -1.9829  1.1189  0.059
H  -1.5258  -0.1770  1.2339  0.117
H  -1.9735  1.9864  0.6179  0.151
H  -1.1449  1.8859  -0.8799  0.165

It turns out two is the most stable, with the second structure 355.2 kJ/mol higher.

--- one ---
2 unconnected molecules or ions with the total composition C3H9N4, computed with wB97M-V/def2-TZVPD.

## Properties
- LUMO level: -2.88 eV
- Highest occupied orbital energy: -0.4884 Eh
- Net charge: +1

Last column: Löwdin charge in e.
Cartesian coordinates (Å):
C  1.3616  0.9666  -0.1925  -0.150
C  1.6488  -1.3908  0.4286  -0.068
C  -3.1845  -0.5871  -1.0650  0.228
N  0.6944  2.0964  -0.3573  0.180
N  -1.5915  -0.0971  0.6548  0.023
N  -2.5212  -0.3888  -0.1108  -0.143
N  0.8719  -0.2358  0.0289  -0.033
H  2.4781  0.9791  -0.4592  0.186
H  2.2623  -1.2069  1.3235  0.095
H  0.9069  -2.1846  0.6344  0.095
H  2.3437  -1.8273  -0.3496  0.110
H  -4.0152  -0.6594  -1.7353  0.096
H  1.1652  2.9609  -0.5230  0.123
H  -1.9661  -0.3362  1.5644  0.112
H  -0.1907  -0.2924  0.3124  0.046
H  -0.2639  2.2034  -0.1544  0.101

--- two ---
A gas-phase ion, C3H9N4 (charge +1), computed with wB97M-V/def2-TZVPD.

## Properties
- SMILES: [H]/N=[NH+]\N[C@H](N)C=C
- LUMO level (alpha / beta): -5.08 / -5.08 eV
- Highest occupied orbital energy (alpha / beta): -0.5203 / -0.5203 Eh
- Net charge: +1

Last column: Löwdin charge in e.
Cartesian coordinates (Å):
H  1.7647  0.5333  1.0508  0.082
N  2.2751  -0.0711  0.4317  0.208
N  1.7910  -0.9892  -0.2246  -0.013
N  0.4827  -1.2502  -0.1890  0.074
C  -0.5258  -0.4418  0.4547  -0.409
N  -1.6916  -0.9821  -0.1142  0.059
C  -0.2236  1.1304  0.5591  -0.063
C  0.3246  1.5626  -0.5763  0.029
H  2.5101  -1.3746  -0.9215  0.250
H  0.1120  -1.9539  -0.7715  0.150
H  -0.6900  -0.8921  1.5562  0.192
H  -2.5782  -0.6899  0.3046  0.123
H  -1.6558  -0.5889  -1.0442  0.091
H  -0.3012  1.4776  1.5126  0.078
H  0.7376  2.5922  -0.5318  0.102
H  0.2740  1.0896  -1.4751  0.048

It turns out one is the most stable, with the second structure 230.7 kJ/mol higher.

--- one ---
A gas-phase ion, C3H9N4 (charge +1), computed with wB97M-V/def2-TZVPD.

## Properties
- SMILES: N/C=C\[C@@H](N)N=[NH2+]
- LUMO level (alpha / beta): -5.52 / -5.52 eV
- Highest occupied orbital energy (alpha / beta): -0.4651 / -0.4650 Eh
- Net charge: +1

Last column: Löwdin charge in e.
Cartesian coordinates (Å):
N  -1.7877  0.6324  -1.4241  0.117
C  -0.5808  0.1762  -1.7516  -0.172
C  0.3580  -0.1292  -0.8395  -0.030
C  0.3466  0.2670  0.7531  -0.352
N  -0.8465  0.8447  1.1961  0.085
N  0.5639  -1.1480  1.0461  0.088
N  1.7892  -1.5750  1.1960  0.149
H  -2.1266  1.2900  -2.1234  0.126
H  -1.9762  0.8794  -0.4444  0.087
H  -0.3433  0.0425  -2.7332  0.106
H  1.2309  -0.5490  -1.3658  0.108
H  1.3781  0.7679  0.8635  0.169
H  -0.7579  1.8487  1.4094  0.143
H  -1.5833  0.2415  1.3803  0.089
H  1.8458  -2.5652  1.1452  0.133
H  2.4897  -1.0238  1.6924  0.154

--- two ---
A gas-phase ion, C3H9N4 (charge +1), computed with wB97M-V/def2-TZVPD.

## Properties
- SMILES: NC[N@@H+]1CN=CN1
- LUMO level: -4.46 eV
- Highest occupied orbital energy: -0.5364 Eh
- Net charge: +1

Last column: Löwdin charge in e.
Cartesian coordinates (Å):
N  2.1609  0.6974  -0.1420  0.057
C  1.3311  -0.4035  -0.3171  -0.232
N  0.0238  -0.3086  0.4519  0.041
C  -1.0774  -1.2802  0.0171  -0.089
N  -2.2105  -0.4133  -0.2730  0.079
C  -1.9576  0.8069  -0.1341  -0.217
N  -0.6988  1.2642  0.2145  0.175
H  2.7788  0.7038  0.6870  0.124
H  1.7166  1.6129  -0.2592  0.081
H  1.7565  -1.2993  0.1192  0.146
H  1.1630  -0.8730  -1.2452  0.122
H  0.0668  -0.3248  1.5207  0.213
H  -1.4125  -1.7613  0.8934  0.127
H  -0.7956  -1.7805  -0.8627  0.121
H  -2.7664  1.4301  -0.4142  0.135
H  -0.0786  1.9292  -0.2563  0.119

It turns out two is the most stable, with the second structure 20.2 kJ/mol higher.